No. 1
C3H5NO2 | wB97M-V/def2-TZVPD

```
11
Properties=species:S:1:pos:R:3:lowdin_charge:R:1
N 1.32078 -0.09616 0.73242 0.22
C 0.38631 0.45857 -0.02940 -0.37
O 0.82547 1.24619 -1.00367 0.14
C -1.01165 0.26027 0.18758 -0.40
C -1.41411 -1.04728 -0.49036 -0.04
O -1.26437 -0.85480 0.98003 -0.14
H 0.97523 -0.70620 1.46383 0.13
H 2.25523 -0.22638 0.37103 0.13
H -1.67841 1.12433 0.20008 0.14
H 0.07990 1.40955 -1.60307 0.14
H -0.47437 -1.56808 -0.80848 0.03
```

Summary:
E_LUMO: 0.426 eV
Energy relative to the best compared isomer or geometry (same formula, charge and spin): 4.743 eV
Calculated total energy: -322.4000 Ha
E_HOMO: -7.1 eV
Charge: 0

No. 2
C16H17IN2O4Ti | wB97M-V/def2-TZVPD

```
41
Properties=species:S:1:pos:R:3:lowdin_charge:R:1
Ti 0.33120 -0.39619 -0.44840 1.01
O -3.34516 1.38377 -1.01546 0.11
C -2.02419 1.12429 -0.91897 -0.45
O -1.63718 -0.07797 -0.62478 -0.16
C -1.04525 2.07126 -1.09903 -0.19
C -1.11083 3.46811 -1.39502 -0.01
C 0.02520 4.20328 -1.44570 -0.07
C 1.29736 3.57882 -1.18730 0.01
C 1.33434 2.25239 -0.93068 -0.19
N 0.19870 1.47654 -0.89545 -0.01
C 2.53487 1.42077 -0.58281 -0.54
O 3.66823 1.82414 -0.55518 0.11
O 2.15580 0.18048 -0.27142 -0.16
H -3.80654 0.54672 -0.89444 0.12
H -2.07950 3.91694 -1.57135 0.12
H -0.01477 5.25985 -1.67054 0.10
H 2.21997 4.14226 -1.18970 0.12
I -2.02776 -2.40201 1.91885 1.02
C -0.79456 -0.90745 2.69802 -0.74
C -0.85603 -0.66928 4.06220 -0.13
C -0.06745 0.33485 4.59149 -0.05
C 0.74335 1.06903 3.74247 -0.03
C 0.74063 0.76035 2.39725 -0.08
N -0.01254 -0.22084 1.86878 -0.03
H -1.51140 -1.26076 4.68366 0.09
H -0.09159 0.54188 5.65326 0.12
H 1.37286 1.86819 4.10532 0.12
H 1.36062 1.30633 1.70301 0.11
C -1.06921 -3.36530 -1.86124 -0.10
C 0.39261 -2.92602 -1.87576 -0.50
C 1.04561 -3.12626 -0.49905 -0.10
C 0.52075 -1.45064 -2.27330 -0.21
H -1.18114 -4.38844 -1.49357 0.08
H -1.48594 -3.31845 -2.86858 0.08
H -1.67479 -2.70654 -1.23349 0.03
H 0.92438 -3.57650 -2.58026 0.13
H 0.60987 -2.46880 0.28272 0.01
H 2.11800 -2.92918 -0.52892 0.09
H 0.88062 -4.13072 -0.10529 0.09
H -0.17485 -1.17850 -3.06987 0.06
H 1.53572 -1.23040 -2.62147 0.06
```

Summary:
E_LUMO (alpha / beta): -0.313 / -0.333 eV
Energy relative to the best compared isomer or geometry (same formula, charge and spin): 0.372 eV
Calculated total energy: -2177.5979 Ha
E_HOMO (alpha / beta): -6.1 / -6.2 eV
Charge: 0

No. 3
C13H21F6N2O5 | wB97M-V/def2-TZVPD

```
47
Properties=species:S:1:pos:R:3:lowdin_charge:R:1
N 6.01465 -4.83039 0.41218 -0.02
C 5.12797 -4.35203 -0.65340 -0.33
C 4.58930 -2.95061 -0.43855 -0.20
C 3.18377 -2.86896 0.24612 -0.35
N 2.54495 -4.12899 0.48088 -0.17
C 1.23053 -4.17829 -0.05575 -0.38
C 0.94432 -5.62313 -0.36982 -0.32
O 0.25829 -5.99254 -1.27264 -0.01
H 6.25434 -4.09917 1.06168 0.04
H 5.64271 -5.64163 0.87819 0.04
H 5.73054 -4.32165 -1.57183 0.08
H 4.34527 -5.06902 -0.85450 0.08
H 4.49584 -2.49919 -1.42772 0.08
H 5.33840 -2.34312 0.07633 0.08
H 3.29333 -2.30834 1.19433 0.06
H 2.52488 -2.24000 -0.38400 0.08
H 1.10608 -3.63167 -1.01132 0.09
H 0.41780 -3.82507 0.63953 0.08
H 1.45895 -6.34265 0.29474 0.10
C -1.02225 1.04141 0.32003 -0.05
C -0.40578 1.99434 1.32156 -0.20
O 0.63624 1.34854 2.07060 0.03
C 1.83459 1.31825 1.49442 -0.39
O 2.11525 1.78200 0.42868 0.17
C 2.83767 0.62646 2.42617 -0.54
F 2.32266 -0.46773 2.99525 0.17
F 3.20998 1.45508 3.43103 0.14
F 3.94421 0.25987 1.78611 0.17
H -1.37179 0.13601 0.81883 0.09
H -1.85718 1.50383 -0.18671 0.04
H -0.29078 0.73222 -0.42742 0.09
H -1.15056 2.30697 2.05324 0.12
H -0.02612 2.89416 0.83833 0.12
C -7.15099 4.15947 -2.28500 -0.06
C -6.53249 5.11550 -1.28752 -0.20
O -5.51989 4.45811 -0.50594 0.03
C -4.31114 4.38946 -1.05514 -0.39
O -3.99588 4.81908 -2.12486 0.18
C -3.34154 3.70261 -0.08307 -0.52
F -3.89861 2.62966 0.49848 0.17
F -2.97864 4.54220 0.90309 0.16
F -2.22712 3.30515 -0.71014 0.14
H -7.53560 3.27453 -1.77715 0.08
H -7.96848 4.64333 -2.81872 0.08
H -6.41326 3.82244 -3.01306 0.08
H -7.28308 5.45691 -0.57718 0.12
H -6.12136 5.99662 -1.77833 0.12
```

Summary:
E_LUMO: 1.795 eV
Calculated total energy: -1592.8298 Ha
E_HOMO: -1.7 eV
Charge: -1

No. 4
C13H24AlBCl7CsF4MgN2O13RbS2 | wB97M-V/def2-TZVPD

```
70
Properties=species:S:1:pos:R:3:lowdin_charge:R:1
O 1.63046 -2.09760 0.27524 -0.28
S 1.94207 -0.71003 0.03921 0.53
O 3.19562 -0.17939 0.45342 -0.32
N 0.80477 0.24938 0.79256 -0.66
S -0.38623 0.58286 -0.05165 0.50
O -0.95937 1.86815 0.32111 -0.38
O -0.10630 0.54729 -1.56107 -0.53
B -1.70731 -0.74304 0.30984 -0.72
O -1.34298 -1.79984 1.02515 0.24
O -3.01045 -0.53314 -0.13436 -0.13
H 1.82625 -0.46488 -1.27360 -0.01
H -0.72499 -2.50236 0.77136 0.15
H -3.22135 -1.24592 -0.75644 0.13
Rb -4.36368 0.24594 1.72455 1.13
F 5.03287 -2.57308 1.22352 -0.19
Al 4.77746 -2.06501 2.83316 -0.19
F 5.41639 -0.51389 3.02489 -0.18
F 5.48542 -3.16257 3.88999 -0.17
F 3.08749 -1.96755 3.09339 -0.20
Mg -1.06182 1.14420 -3.07462 1.22
C -6.43623 0.89016 -4.41512 -0.26
C -5.03902 0.96010 -3.84125 -0.24
O -4.55836 -0.34784 -3.47686 -0.10
O -7.32664 0.29302 -3.49421 -0.09
H -6.79821 1.89525 -4.62983 0.09
H -6.42752 0.31610 -5.35110 0.13
H -5.05222 1.53416 -2.91270 0.12
H -4.35619 1.43736 -4.55370 0.11
H -4.39574 -0.84376 -4.28852 0.10
H -6.86307 -0.44776 -3.08791 0.08
Cl 2.16004 0.72912 -5.08198 0.52
C 3.62166 0.89825 -4.04362 -0.62
C 4.36198 -0.39870 -3.81405 -0.59
Cl 3.33471 -1.52091 -2.89474 0.64
H 3.27317 1.30127 -3.09601 0.06
H 4.27418 1.62801 -4.51832 0.08
H 5.25090 -0.18231 -3.22314 0.10
H 4.65436 -0.90857 -4.72793 0.08
O 4.16564 0.85210 5.77245 -0.23
Cl 4.29165 2.26587 5.54010 0.65
O 3.82604 2.96080 6.71775 -0.28
O 3.46762 2.65699 4.41598 -0.49
O 5.65896 2.60043 5.28183 -0.25
C -3.67047 3.54270 7.33112 -0.02
C -4.26842 4.05599 6.04865 -0.50
O -5.00164 3.37058 5.36468 0.04
C -3.91837 5.46994 5.66201 -0.02
H -3.99471 2.52079 7.51191 0.08
H -2.58043 3.57814 7.28202 0.09
H -3.98025 4.17322 8.16626 0.09
H -2.83696 5.57339 5.55411 0.09
H -4.23602 6.16054 6.44482 0.09
H -4.40924 5.73364 4.72799 0.08
N 8.13646 -5.25885 -0.16826 0.06
C 8.42097 -6.22604 -1.03659 -0.16
C 7.50681 -6.72780 -1.95343 -0.09
C 6.22525 -6.19816 -1.96121 -0.10
C 5.91876 -5.19309 -1.05936 -0.07
C 6.90484 -4.75156 -0.18251 -0.13
H 9.42725 -6.62930 -0.99398 0.10
H 7.79671 -7.51917 -2.63193 0.09
H 5.48100 -6.56649 -2.65721 0.10
H 4.93823 -4.73714 -1.01652 0.09
H 6.67497 -3.95755 0.51764 0.09
Cs 1.63836 2.28155 1.94580 1.32
C -10.32548 2.92672 -4.42382 -2.05
Cl -11.75016 3.49771 -3.56350 0.55
Cl -8.86775 3.44419 -3.53842 0.51
Cl -10.34702 1.16866 -4.52715 0.55
Cl -10.28476 3.61872 -6.04588 0.54
```

Summary:
E_LUMO: -8.586 eV
Calculated total energy: -6525.8024 Ha
E_HOMO: -9.8 eV
Charge: +1

No. 5
C24H60IN4O8 | wB97M-V/def2-TZVPD

```
97
Properties=species:S:1:pos:R:3:lowdin_charge:R:1
I -0.14106 1.26249 -2.77546 0.41
C -1.14906 4.96749 1.05554 -0.08
O -0.32506 5.37549 -0.08946 -0.20
C 0.42094 4.29649 -0.61746 -0.18
C 0.91094 4.91649 -1.91446 -0.25
N 1.80894 4.08449 -2.58846 -0.19
C 2.45894 4.72149 -3.76446 -0.12
C 3.40894 3.67849 -4.60946 -0.19
O 4.00594 4.24649 -5.75846 -0.20
C 4.78294 3.24349 -6.48046 -0.09
H -1.28506 5.73749 1.65354 0.01
H -0.64906 4.39449 1.95854 0.12
H -1.97606 4.30449 0.74454 0.08
H -0.34006 3.59049 -0.83846 0.05
H 1.20994 4.17049 0.06754 0.12
H 1.41394 5.77249 -1.99846 0.07
H 0.18494 5.29649 -2.58646 0.11
H 1.21494 3.21449 -3.05246 -0.03
H 3.16794 5.28549 -3.20246 0.11
H 1.67394 5.13349 -4.30446 0.09
H 2.66794 2.88249 -4.76546 0.12
H 4.25494 3.34549 -4.00546 0.07
H 5.38094 3.80149 -7.22846 0.08
H 4.08094 2.80049 -7.19646 0.08
H 5.29694 2.50149 -5.90946 0.08
C 1.85794 -3.17551 -2.64746 -0.09
O 2.77594 -2.13651 -2.22746 -0.22
C 2.60794 -0.81251 -2.62546 -0.31
C 3.25294 0.06049 -1.52346 -0.16
N 3.07294 1.38349 -2.22646 -0.09
C 3.56294 2.48049 -1.41346 -0.25
C 5.08494 2.67049 -1.69946 -0.23
O 5.71294 3.74349 -0.99746 -0.20
C 7.08194 4.00749 -1.26646 -0.08
H 0.85994 -3.11351 -2.21046 0.02
H 2.40994 -4.17751 -2.44946 0.10
H 1.68194 -3.31551 -3.76846 0.09
H 1.44494 -0.56151 -2.62146 -0.04
H 2.85294 -0.57651 -3.68546 0.12
H 4.19994 -0.28051 -1.52446 0.06
H 2.61194 -0.09051 -0.55946 0.15
H 2.08094 1.51549 -2.10946 -0.11
H 3.47194 2.26449 -0.26246 0.15
H 3.31194 3.40749 -1.89446 0.06
H 5.02694 2.77949 -2.80846 0.08
H 5.65094 1.58049 -1.47546 0.16
H 7.54694 3.17349 -1.06246 0.03
H 7.26494 4.95549 -0.87246 0.07
H 7.10494 4.38949 -2.28146 0.09
C -6.37806 -2.54551 3.22454 -0.09
O -5.33006 -3.52351 2.99354 -0.18
C -4.95406 -3.63151 1.59354 -0.20
C -3.94906 -4.69851 1.38654 -0.18
N -3.39306 -4.68251 0.05854 -0.05
C -2.32406 -3.89751 -0.05946 -0.28
C -1.75206 -3.98651 -1.49246 -0.16
O -0.61406 -3.16651 -1.70746 -0.23
C -0.93506 -1.82451 -1.91446 -0.19
H -6.59406 -2.51151 4.23454 0.06
H -7.39806 -2.85151 2.80854 0.10
H -6.27006 -1.64351 2.73854 0.06
H -4.58906 -2.70651 1.17854 0.10
H -5.82206 -3.79451 0.88554 0.14
H -4.35106 -5.53151 1.46554 0.05
H -3.45106 -4.70951 2.23654 0.08
H -4.04806 -4.41651 -0.60446 0.10
H -1.63506 -4.23251 0.64254 0.11
H -2.64806 -2.80651 0.21154 0.14
H -2.68506 -3.66151 -2.16146 0.15
H -1.58006 -5.00551 -1.80646 0.12
H -1.63906 -1.63951 -2.68746 0.07
H -0.07206 -1.29051 -2.11346 -0.08
H -1.34906 -1.19551 -1.02746 0.10
C -1.84806 -4.60251 8.18654 -0.18
O -2.38106 -4.30151 6.97854 -0.21
C -2.16506 -3.00251 6.46254 -0.26
C -2.69306 -2.89751 5.07754 -0.23
N -2.18406 -1.65151 4.52054 -0.06
C -2.40306 -1.51651 3.07154 -0.20
C -2.01006 -0.15551 2.50254 -0.14
O -2.47406 -0.07951 1.05854 -0.19
C -2.11806 1.19249 0.43154 -0.10
H -1.68806 -3.70751 8.94654 0.12
H -0.80606 -5.08651 7.98554 0.11
H -2.43906 -5.36851 8.67254 0.07
H -1.02706 -2.70951 6.49454 0.14
H -2.53706 -2.23651 7.29654 0.15
H -3.72906 -2.94451 5.13654 0.08
H -2.41006 -3.90051 4.48154 0.17
H -1.14906 -1.66351 4.54054 0.12
H -3.58206 -1.63951 3.16554 0.16
H -1.93106 -2.10951 2.50854 0.03
H -1.00206 0.00649 2.62254 0.09
H -2.59306 0.54149 3.15454 0.13
H -1.30606 1.52949 0.76754 -0.01
H -2.83006 1.95049 0.81354 0.10
H -1.94306 1.10949 -0.54046 -0.06
```

Summary:
E_LUMO: 2.271 eV
Energy relative to the best compared isomer or geometry (same formula, charge and spin): 0.000 eV
Calculated total energy: -2068.4801 Ha
E_HOMO: -4.4 eV
Charge: -1

No. 6
C24H29AsKN2PSe2 | wB97M-V/def2-TZVPD

```
60
Properties=species:S:1:pos:R:3:lowdin_charge:R:1
K -1.33210 -0.51396 -0.75445 0.27
C -3.93718 -1.94143 -0.59802 -0.13
C -4.16271 -0.85932 0.24302 -0.12
C -4.26976 0.42028 -0.28549 -0.13
C -4.14999 0.61780 -1.65478 -0.10
C -3.92763 -0.46413 -2.49655 -0.10
C -3.82019 -1.74395 -1.96834 -0.14
H -3.87416 -2.94241 -0.18867 0.11
H -4.27119 -1.01405 1.30901 0.12
H -4.45062 1.26384 0.36662 0.11
H -4.24055 1.61516 -2.06508 0.12
H -3.85475 -0.31211 -3.56593 0.11
H -3.66901 -2.58953 -2.62711 0.10
Se 1.28207 -0.71459 0.90360 0.24
P 0.61493 1.19304 1.61858 0.07
Se -1.06849 2.12381 0.66243 0.26
C 0.32786 1.05475 3.41712 -0.41
C 1.39345 0.65019 4.21887 -0.10
C 1.21589 0.51190 5.58478 -0.08
C -0.02548 0.76832 6.15374 -0.09
C -1.08514 1.17110 5.35594 -0.08
C -0.90865 1.31946 3.98608 -0.11
C 1.98188 2.40395 1.51447 -0.42
C 3.16415 2.12781 0.84294 -0.13
C 4.14438 3.10811 0.73953 -0.09
C 3.94666 4.35268 1.31582 -0.09
C 2.76910 4.62255 2.00316 -0.08
C 1.78457 3.65458 2.09805 -0.10
H 2.35257 0.44098 3.76005 0.10
H 2.04319 0.19802 6.20860 0.10
H -0.16825 0.65726 7.22124 0.10
H -2.05291 1.37838 5.79517 0.10
H -1.72487 1.64889 3.35489 0.05
H 3.31683 1.14242 0.41740 0.05
H 5.06814 2.89370 0.21633 0.10
H 4.71365 5.11328 1.24121 0.10
H 2.61317 5.59335 2.45662 0.10
H 0.85662 3.86130 2.61705 0.10
C -1.11376 -4.47425 -3.26077 -0.33
As -0.32623 -3.04433 -2.16242 1.01
C 1.46997 -3.08116 -2.92850 -0.32
C 0.06819 -4.14232 -0.59040 -0.33
H -0.40374 -5.28890 -3.40528 0.02
H -1.40666 -4.08617 -4.23648 0.01
H -2.00455 -4.86896 -2.77065 0.01
H 1.85965 -4.09977 -2.94265 0.02
H 2.12518 -2.45616 -2.32093 0.02
H 1.46567 -2.68489 -3.94291 0.02
H 0.56618 -5.07047 -0.87407 0.03
H -0.84831 -4.38363 -0.05129 0.02
H 0.71755 -3.58261 0.08234 -0.02
N 1.06758 1.21152 -2.18493 -0.02
C 2.02427 1.50686 -3.08093 -0.09
C 1.66565 0.88701 -4.25800 -0.07
C 0.45952 0.23507 -3.95423 -0.18
N 0.10559 0.43994 -2.69212 -0.07
H 1.01252 1.51672 -1.22248 0.05
H 2.86989 2.12510 -2.83141 0.12
H 2.19511 0.89797 -5.19483 0.09
H -0.16475 -0.36797 -4.59495 0.10
```

Summary:
E_LUMO: 0.179 eV
Energy relative to the best compared isomer or geometry (same formula, charge and spin): 0.207 eV
Calculated total energy: -9021.4544 Ha
E_HOMO: -7.5 eV
Charge: 0

- Which of these has the highest charge?
  C13H24AlBCl7CsF4MgN2O13RbS2

- calculated total energy of number 6 (C24H29AsKN2PSe2)?
  -9021.4544 Ha